(1)
{
  "formula": "C6H13N2O4P2",
  "method": "the ωB97M-V functional and the def2-TZVPD basis",
  "homo_lumo_gap_ha": 0.324,
  "total_energy_ha": -1329.218818,
  "charge": 1,
  "elements": ["C", "C", "C", "C", "C", "C", "N", "N", "O", "O", "O", "O", "P", "P", "H", "H", "H", "H", "H", "H", "H", "H", "H", "H", "H", "H", "H"],
  "positions_angstrom": [[-2.411, 2.203, -1.548], [-2.139, 0.902, -1.416], [-0.242, 1.976, -1.622], [1.384, -1.982, 2.606], [-0.061, -0.392, -1.142], [0.277, -0.319, 0.325], [-1.218, 2.883, -1.749], [-0.779, 0.780, -1.499], [1.263, 0.583, 0.657], [2.726, -2.168, -1.015], [-1.465, 1.273, 1.363], [2.616, -2.176, 0.345], [-0.987, -0.270, 1.620], [1.065, -2.428, 0.830], [-3.253, 2.760, -1.481], [-2.730, -0.060, -1.191], [0.873, 2.128, -1.903], [2.191, -2.773, 3.010], [0.470, -2.050, 3.212], [1.817, -1.013, 2.774], [-0.820, -1.115, -1.298], [0.727, -0.549, -1.981], [-1.069, 3.866, -1.586], [2.072, 0.191, 1.052], [3.388, -2.899, -1.323], [-1.794, 1.866, 2.059], [-1.899, -1.216, 0.899]],
  "nbo_charge": [-0.037, -0.033, 0.275, -1.006, -0.286, -0.237, -0.471, -0.297, -0.761, -0.449, -1.031, -0.541, 0.914, 1.056, 0.239, 0.272, 0.268, 0.266, 0.269, 0.231, 0.233, 0.256, 0.453, 0.498, 0.489, 0.526, -0.097]
}


(2)
{
  "formula": "C6H13N2S",
  "method": "the ωB97M-V functional and the def2-TZVPD basis",
  "homo_lumo_gap_ha": 0.315,
  "total_energy_ha": -743.761794,
  "charge": 1,
  "elements": ["C", "N", "C", "S", "N", "C", "C", "C", "C", "H", "H", "H", "H", "H", "H", "H", "H", "H", "H", "H", "H", "H"],
  "positions_angstrom": [[0.330, 0.497, 2.054], [0.466, 0.534, 0.805], [1.623, -0.218, -0.051], [2.946, 0.715, -0.289], [1.281, -1.489, -0.364], [0.145, -2.379, -0.001], [-0.465, 1.324, 0.008], [-1.764, 0.523, 0.124], [-0.032, 1.507, -1.490], [-0.472, 1.079, 2.426], [1.126, -0.059, 2.589], [1.959, -2.038, -0.904], [-0.608, -1.949, 0.610], [-0.515, -2.469, -1.016], [0.672, -3.379, 0.166], [-0.438, 2.253, 0.409], [-1.822, -0.217, -0.614], [-1.967, 0.215, 1.090], [-2.721, 0.998, -0.143], [0.755, 0.686, -1.738], [0.353, 2.432, -1.564], [-0.852, 1.434, -2.108]],
  "nbo_charge": [0.089, -0.262, 0.204, 0.062, -0.592, -0.436, -0.070, -0.637, -0.582, 0.228, 0.247, 0.442, 0.230, 0.224, 0.255, 0.223, 0.228, 0.207, 0.261, 0.225, 0.227, 0.227]
}


(3)
{
  "formula": "C6H13N3",
  "method": "the ωB97M-V functional and the def2-TZVPD basis",
  "homo_lumo_gap_ha": 0.336,
  "total_energy_ha": -400.582358,
  "charge": 0,
  "elements": ["H", "N", "C", "C", "C", "C", "N", "C", "H", "H", "H", "H", "H", "H", "H", "H", "H", "C", "N", "H", "H", "H"],
  "positions_angstrom": [[-1.246, 1.016, 1.890], [-1.560, 1.197, 0.932], [-1.261, 0.306, 0.115], [-1.332, -0.060, -1.301], [-0.559, -0.926, -0.306], [-1.122, -2.284, 0.069], [0.882, -0.914, -0.424], [1.583, -1.073, 0.838], [-2.267, -0.440, -1.690], [-0.778, 0.531, -2.017], [-0.954, -2.493, 1.124], [-2.192, -2.313, -0.117], [-0.629, -3.055, -0.523], [1.171, -0.036, -0.853], [1.309, -0.317, 1.589], [1.372, -2.058, 1.249], [2.652, -1.002, 0.647], [0.643, 2.968, -0.313], [1.516, 2.091, -0.509], [0.683, 3.764, 0.436], [-0.245, 2.949, -0.935], [2.333, 2.147, 0.101]],
  "nbo_charge": [0.340, -0.623, 0.307, -0.497, 0.048, -0.607, -0.620, -0.412, 0.231, 0.231, 0.208, 0.214, 0.224, 0.395, 0.160, 0.193, 0.203, -0.004, -0.650, 0.151, 0.168, 0.341]
}


(4)
{
  "formula": "C6H13N3",
  "method": "the ωB97M-V functional and the def2-TZVPD basis",
  "homo_lumo_gap_ha": 0.353,
  "total_energy_ha": -400.443135,
  "charge": 0,
  "elements": ["C", "C", "C", "C", "C", "C", "H", "H", "H", "H", "H", "H", "H", "H", "H", "H", "H", "H", "H", "N", "N", "N"],
  "positions_angstrom": [[-1.495, 1.007, 1.036], [-0.911, 0.331, -0.243], [-1.868, -0.701, -0.678], [0.045, -0.779, -0.123], [1.332, -0.268, 0.610], [1.189, 1.198, -0.136], [-1.796, 0.353, 1.968], [-0.890, 1.696, 1.560], [-2.201, 1.824, 0.595], [-1.896, -0.875, -1.684], [-2.847, -0.505, -0.261], [-1.122, -2.709, 0.166], [0.151, -1.111, -1.119], [1.157, -0.320, 1.817], [2.832, -1.481, 0.654], [2.114, -1.056, -1.047], [1.284, 1.929, 0.748], [2.204, 1.367, -0.759], [-0.426, 2.302, -0.885], [-1.044, -1.652, 0.278], [2.758, -0.639, -0.027], [-0.045, 1.413, -0.900]],
  "nbo_charge": [-0.659, 0.095, -0.227, -0.102, -0.091, -0.251, 0.242, 0.210, 0.212, 0.195, 0.200, 0.376, 0.180, 0.226, 0.349, 0.348, 0.181, 0.224, 0.367, -0.639, -0.802, -0.636]
}


(5)
{
  "formula": "C6H13N3",
  "method": "the ωB97M-V functional and the def2-TZVPD basis",
  "homo_lumo_gap_ha": 0.345,
  "total_energy_ha": -400.438482,
  "charge": 0,
  "elements": ["H", "N", "C", "N", "N", "C", "C", "C", "C", "C", "H", "H", "H", "H", "H", "H", "H", "H", "H", "H", "H", "H"],
  "positions_angstrom": [[3.472, -1.427, -0.996], [2.614, -0.829, -0.693], [2.425, -0.940, 0.685], [1.222, -0.405, 0.965], [0.433, 0.621, 0.269], [1.194, 1.769, -0.134], [-0.274, 0.219, -0.901], [-1.001, -1.005, -0.858], [-2.112, -0.969, -0.072], [-2.988, 0.064, 0.572], [3.213, -1.483, 1.518], [1.018, -0.326, 2.153], [1.555, 1.578, -1.357], [0.381, 2.691, -0.112], [2.150, 1.833, 0.769], [0.469, 0.309, -1.823], [-0.975, 1.153, -0.963], [-0.707, -1.907, -1.260], [-2.360, -2.065, 0.115], [-2.465, 0.981, 0.798], [-3.501, -0.257, 1.525], [-3.764, 0.396, -0.201]],
  "nbo_charge": [0.339, -0.787, 0.244, -0.469, -0.297, -0.440, -0.258, -0.231, -0.133, -0.674, 0.210, 0.374, 0.206, 0.211, 0.223, 0.192, 0.201, 0.217, 0.189, 0.221, 0.231, 0.232]
}


(6)
{
  "formula": "C6H13N3",
  "method": "the ωB97M-V functional and the def2-TZVPD basis",
  "homo_lumo_gap_ha": 0.349,
  "total_energy_ha": -400.289223,
  "charge": 0,
  "elements": ["C", "C", "C", "C", "C", "C", "H", "H", "H", "H", "H", "H", "H", "H", "H", "H", "H", "H", "H", "N", "N", "N"],
  "positions_angstrom": [[-1.442, -0.485, 0.558], [-0.206, 0.450, 0.889], [0.369, 0.480, 2.262], [0.846, 0.360, -0.232], [0.666, -1.049, -1.121], [-0.735, 1.716, -1.337], [-2.033, 0.252, -0.634], [-1.050, -1.917, 0.299], [-2.296, -0.307, 1.615], [0.240, -0.780, 2.537], [-0.087, 1.203, 3.190], [1.451, 0.642, 2.525], [1.929, 0.460, 0.118], [0.989, -0.998, -2.131], [-0.288, -1.481, -1.625], [0.935, -2.081, 0.500], [2.489, -1.794, -0.348], [-1.752, 1.771, -1.253], [-1.320, 1.844, -2.930], [1.424, -1.933, -0.242], [0.113, 1.689, -0.186], [-0.243, 1.958, -2.455]],
  "nbo_charge": [-0.654, -0.019, -0.631, -0.073, -0.277, 0.212, 0.226, 0.244, 0.247, 0.215, 0.229, 0.240, 0.213, 0.219, 0.229, 0.355, 0.397, 0.149, 0.319, -0.852, -0.420, -0.569]
}


- Which value of charge does entry 3 give?
  0


- Which value of charge does entry 2 give?
  +1